Entry 1:
This record from the OMol25 dataset describes a structure of composition C18H48BF4O6V. The level of theory is ωB97M-V/def2-TZVPD.

Properties
**Gap between HOMO and LUMO (spin up / spin down)**: 3.16 / 3.82 eV
**ΔE to the lowest compared entry with this formula, charge and spin**: 441.6 kJ/mol
**HOMO level (spin up / spin down)**: -11.2 / -11.2 eV

ORCA input file:
```
! RIJCOSX wB97M-V def2-TZVPD def2/J DEFGRID3
* xyz 1 4
V 2.793 1.663 -2.628
B 0.612 -0.290 -0.939
F 0.775 -1.653 -1.067
F 0.500 -0.025 0.395
F 1.730 0.340 -1.394
F -0.527 0.262 -1.494
C -2.120 -0.998 4.532
C -0.855 -0.345 5.020
C -0.253 0.609 3.981
O -1.026 0.507 6.165
H -1.855 -1.884 3.955
H -2.659 -0.343 3.847
H -2.795 -1.323 5.324
H -0.088 -1.117 5.096
H -0.876 1.498 3.883
H -0.365 0.083 3.033
H 0.812 0.783 4.139
H -1.782 1.083 6.031
C -1.209 3.447 0.520
C 0.163 4.157 0.824
C 1.186 3.155 1.360
O 0.698 4.826 -0.338
H -1.614 3.062 1.456
H -1.015 2.574 -0.102
H -1.969 3.951 -0.077
H -0.023 4.937 1.561
H 2.102 3.611 1.737
H 1.403 2.338 0.673
H 0.778 2.631 2.224
H 0.806 4.077 -0.929
C 5.297 -1.363 -4.824
C 3.886 -0.897 -4.480
C 2.951 -2.076 -4.398
O 3.929 -0.272 -3.150
H 5.659 -2.049 -4.058
H 5.946 -0.488 -4.856
H 5.410 -1.919 -5.754
H 3.481 -0.176 -5.190
H 3.394 -2.921 -3.872
H 2.706 -2.385 -5.415
H 2.043 -1.767 -3.879
H 4.216 -0.991 -2.583
C -2.651 0.461 -3.926
C -2.465 1.908 -3.458
C -3.257 2.293 -2.238
O -1.077 1.995 -3.171
H -3.678 0.364 -4.279
H -2.435 -0.256 -3.134
H -2.074 0.157 -4.799
H -2.716 2.707 -4.156
H -2.961 1.852 -1.287
H -4.339 2.236 -2.358
H -3.171 3.374 -2.135
H -0.962 1.307 -2.511
C 1.235 -2.644 2.333
C 2.559 -2.082 2.007
C 3.735 -2.571 2.913
O 2.802 -2.374 0.695
H 0.950 -2.374 3.350
H 1.189 -3.730 2.248
H 0.431 -2.322 1.671
H 2.537 -0.992 2.000
H 3.650 -3.652 3.019
H 3.776 -2.144 3.916
H 4.743 -2.370 2.550
H 2.075 -2.065 0.149
C -2.778 -2.069 0.000
C -3.384 -0.706 0.203
C -4.398 -0.763 1.276
O -2.428 0.233 0.659
H -3.530 -2.858 -0.012
H -2.158 -2.274 0.872
H -2.125 -2.197 -0.863
H -3.689 -0.284 -0.754
H -5.197 -1.462 1.029
H -4.832 0.148 1.688
H -3.958 -1.340 2.090
H -1.662 0.183 0.083
*
```

***

Entry 2:
This record from the OMol25 dataset describes a cluster of 2 separate species, C24H28F4N5O in total. The level of theory is ωB97M-V/def2-TZVPD.

Properties
**Gap between HOMO and LUMO**: 7.83 eV
**HOMO level**: -11.6 eV

ORCA input file:
```
! RIJCOSX wB97M-V def2-TZVPD def2/J DEFGRID3
* xyz 1 1
N 3.262 0.565 -0.180
C 2.958 0.810 -1.591
C 1.845 1.861 -1.737
C 0.783 1.763 -0.683
C -0.032 0.644 -0.582
C 0.153 -0.478 -1.543
C -0.095 -0.348 -2.905
C 0.103 -1.454 -3.722
N 0.502 -2.643 -3.282
C 0.743 -2.758 -1.978
C 0.596 -1.710 -1.082
C -1.027 0.558 0.395
C -1.982 -0.600 0.441
C -2.911 -0.676 -0.804
C -3.257 0.689 -1.366
N -3.166 0.861 -2.765
O -3.592 1.602 -0.648
C -1.127 1.611 1.315
C -2.076 1.645 2.506
F -3.319 1.969 2.161
F -1.645 2.563 3.392
F -2.104 0.469 3.154
C -0.322 2.693 1.172
N 0.607 2.771 0.206
C 1.405 4.026 0.194
C 0.670 5.126 -0.546
N 0.450 4.778 -1.947
H 4.033 -0.090 -0.118
H 2.480 0.091 0.259
H 2.701 -0.094 -2.149
H 3.843 1.217 -2.075
H 2.274 2.849 -1.784
H 1.351 1.724 -2.697
H -0.429 0.589 -3.329
H -0.073 -1.362 -4.786
H 1.077 -3.724 -1.621
H 0.795 -1.843 -0.027
H -1.449 -1.546 0.490
H -2.614 -0.528 1.313
H -2.476 -1.296 -1.584
H -3.847 -1.118 -0.468
H -2.772 0.035 -3.201
H -4.092 0.990 -3.162
H -0.389 3.533 1.843
H 2.392 3.824 -0.196
H 1.527 4.315 1.235
H -0.280 5.307 -0.026
H 1.233 6.053 -0.479
H -0.292 4.093 -2.032
H 0.144 5.589 -2.467
F 0.721 -2.183 2.056
C 0.671 -3.397 2.681
C 0.108 -3.466 3.936
C 0.055 -4.703 4.563
C 0.565 -5.830 3.934
C 1.129 -5.726 2.671
C 1.184 -4.497 2.029
H -0.277 -2.572 4.409
H -0.385 -4.783 5.547
H 0.524 -6.790 4.430
H 1.532 -6.603 2.182
H 1.619 -4.394 1.043
*
```

***

Entry 3:
This record from the OMol25 dataset describes a structure of composition C5H10F3O5PS. The level of theory is ωB97M-V/def2-TZVPD.

Properties
**Gap between HOMO and LUMO (spin up / spin down)**: 4.37 / 7.62 eV
**ΔE to the lowest compared entry with this formula, charge and spin**: 232.3 kJ/mol
**HOMO level (spin up / spin down)**: -3.9 / -10.4 eV

ORCA input file:
```
! RIJCOSX wB97M-V def2-TZVPD def2/J DEFGRID3
* xyz 0 3
C -1.023 1.699 -1.869
C 0.017 0.829 2.995
C 3.191 -1.056 -1.528
C -1.123 -0.865 0.684
C -2.503 -0.469 0.636
O 1.443 -0.228 0.211
O 1.492 -2.674 -0.297
O 0.533 -1.151 -1.954
O -0.158 1.655 -0.749
O 0.280 1.244 1.630
F -2.735 0.723 1.255
F -3.224 -0.210 -0.493
F -3.356 -1.351 1.239
P 0.007 0.387 0.350
S 1.518 -1.414 -0.925
H -2.034 1.784 -1.317
H -0.992 0.825 -2.424
H -0.756 2.522 -2.546
H -0.972 0.351 3.008
H 0.134 1.766 3.651
H 0.728 -0.057 3.288
H 3.194 0.130 -1.202
H 4.132 -1.604 -1.145
H 3.191 -1.130 -2.563
H -0.983 -1.704 0.064
*
```

***

Entry 4:
This record from the OMol25 dataset describes an isolated molecule of C17H20N6O2S2. The level of theory is ωB97M-V/def2-TZVPD.

Properties
**Gap between HOMO and LUMO**: 8.64 eV
**SMILES**: C[C@H](NC(=O)c1ccccc1)c1nnc(SCC(=O)NC2=NCCS2)n1C
**ΔE to the lowest compared entry with this formula, charge and spin**: 32.7 kJ/mol
**HOMO level**: -8.2 eV

ORCA input file:
```
! RIJCOSX wB97M-V def2-TZVPD def2/J DEFGRID3
* xyz 0 1
C -0.597 -2.235 -1.913
C -0.922 -1.451 -0.647
N -2.234 -0.836 -0.765
C -3.016 -0.598 0.312
O -2.725 -0.995 1.429
C -4.278 0.138 0.027
C -4.355 1.145 -0.932
C -5.549 1.810 -1.141
C -6.673 1.476 -0.403
C -6.598 0.486 0.563
C -5.404 -0.174 0.783
C 0.097 -0.383 -0.417
N 0.582 0.393 -1.345
N 1.430 1.258 -0.772
C 1.453 0.998 0.507
S 2.432 1.780 1.703
C 3.582 2.772 0.689
C 3.644 2.489 -0.794
O 3.446 3.351 -1.609
N 4.085 1.242 -1.196
C 4.334 0.143 -0.435
N 4.667 0.137 0.778
C 4.835 -1.152 1.362
C 4.760 -2.260 0.281
S 4.186 -1.449 -1.244
N 0.615 -0.038 0.803
C 0.341 -0.607 2.094
H -0.502 -1.549 -2.751
H -1.383 -2.958 -2.117
H 0.346 -2.760 -1.794
H -0.965 -2.112 0.226
H -2.456 -0.421 -1.655
H -3.479 1.438 -1.493
H -5.602 2.595 -1.881
H -7.604 1.996 -0.574
H -7.470 0.232 1.147
H -5.323 -0.941 1.538
H 3.296 3.818 0.814
H 4.561 2.585 1.133
H 3.977 1.086 -2.192
H 5.800 -1.175 1.876
H 4.052 -1.285 2.116
H 4.058 -3.048 0.541
H 5.736 -2.700 0.079
H 0.885 -1.547 2.216
H 0.664 0.095 2.860
H -0.731 -0.791 2.192
*
```

***

Entry 5:
This record from the OMol25 dataset describes a cluster of 6 separate species, C2H13NO4 in total. The level of theory is ωB97M-V/def2-TZVPD.

Properties
**Gap between HOMO and LUMO**: 6.31 eV
**ΔE to the lowest compared entry with this formula, charge and spin**: 787.8 kJ/mol
**HOMO level**: -8.6 eV

ORCA input file:
```
! RIJCOSX wB97M-V def2-TZVPD def2/J DEFGRID3
* xyz 0 1
C 0.790 -0.471 -1.373
C 1.064 -1.661 -0.868
N 0.442 -2.008 0.384
H 2.409 -0.293 -0.064
H 0.673 -0.131 -2.369
H 1.578 -2.575 -1.252
H -0.437 -1.543 0.206
H 0.155 -2.954 0.442
H -0.288 1.451 2.505
H 0.031 -0.131 2.387
O -0.560 0.632 2.199
H -2.483 -0.493 -0.424
H -2.400 0.481 0.799
O -2.549 -0.476 0.629
H -0.608 0.705 -1.248
H -0.950 2.256 -1.104
O -1.386 1.356 -1.310
H 2.052 2.346 0.615
H 1.170 1.343 -0.296
O 1.298 2.167 0.142
*
```

***

Entry 6:
This record from the OMol25 dataset describes a cluster of 8 separate species, C51H98N9O7P3S2 in total. The level of theory is ωB97M-V/def2-TZVPD.

Properties
**Gap between HOMO and LUMO**: 7.19 eV
**SMILES**: CCCCCC[C@](OC[C@H](O[C@@](N=C=S)(OC[C@H](C)CC(C)C)S(C)(=O)=O)P(CC)CC)([PH2]=N)P(O)O.CCCC#N.CCCC#N.CCCC#N.CCCC#N.CCCC#N.CCCC#N.CCCC#N
**HOMO level**: -7.7 eV

ORCA input file:
```
! RIJCOSX wB97M-V def2-TZVPD def2/J DEFGRID3
* xyz 0 1
C 1.249 6.065 5.518
C 1.551 6.794 4.044
C 3.068 6.395 3.540
C 3.273 6.415 1.912
C 2.268 5.416 1.078
C 2.837 3.884 0.893
C 1.713 2.705 1.109
O 2.316 1.389 0.851
C 2.613 1.172 -0.572
C 2.051 -0.316 -0.993
O 2.482 -1.266 0.035
C 1.336 -1.996 0.642
N 0.394 -0.975 1.222
C 0.344 -0.991 2.589
S 0.073 -1.097 4.280
O 0.763 -2.818 -0.456
C -0.550 -3.368 -0.103
C -1.811 -2.782 -0.981
C -1.381 -1.965 -2.338
C -2.800 -1.952 0.038
C -4.015 -2.839 0.692
C -4.416 -2.075 2.122
C -3.606 -4.375 1.106
S 2.089 -3.204 1.863
C 3.142 -4.395 0.799
O 3.141 -2.544 2.837
O 1.071 -4.118 2.594
P 3.013 -0.789 -2.620
C 1.820 -0.307 -4.079
C 2.193 -1.097 -5.489
C 3.211 -2.681 -2.785
C 4.602 -3.118 -3.547
P 0.042 3.018 0.230
N -0.893 1.669 0.201
P 1.310 2.719 3.015
O 0.114 3.925 3.398
O 2.762 2.873 3.964
H 1.521 4.917 5.449
H 0.075 6.136 5.716
H 1.874 6.526 6.393
H 0.695 6.488 3.305
H 1.437 7.970 4.213
H 3.785 7.242 3.977
H 3.449 5.389 4.057
H 3.106 7.544 1.570
H 4.419 6.165 1.703
H 2.194 5.872 -0.022
H 1.161 5.390 1.480
H 3.373 3.852 -0.158
H 3.710 3.758 1.697
H 3.802 1.102 -0.654
H 2.296 2.040 -1.289
H 0.920 -0.353 -1.284
H -0.844 -3.295 1.026
H -0.499 -4.535 -0.350
H -2.445 -3.722 -1.352
H -0.542 -2.608 -2.886
H -1.039 -0.872 -2.091
H -2.323 -2.006 -3.068
H -2.178 -1.482 0.912
H -3.312 -1.072 -0.568
H -5.020 -2.828 0.053
H -3.443 -1.825 2.762
H -5.026 -2.849 2.790
H -5.104 -1.137 1.961
H -2.710 -4.448 1.865
H -3.456 -5.093 0.165
H -4.548 -4.830 1.680
H 3.791 -5.007 1.559
H 2.496 -5.040 0.067
H 3.907 -3.685 0.219
H 1.751 0.871 -4.227
H 0.760 -0.744 -3.745
H 3.241 -1.622 -5.475
H 1.366 -1.916 -5.671
H 2.165 -0.320 -6.389
H 3.063 -3.154 -1.724
H 2.288 -3.062 -3.440
H 4.302 -3.873 -4.419
H 5.116 -2.199 -4.106
H 5.371 -3.690 -2.865
H 0.376 3.492 -1.119
H -0.625 4.108 0.893
H -1.765 1.968 0.726
H -0.769 3.511 3.099
H 3.397 2.134 3.703
C 7.356 -0.510 -7.304
C 6.440 -0.743 -8.498
C 4.999 -1.060 -8.100
C 4.890 -2.327 -7.365
N 4.806 -3.326 -6.778
H 7.440 -1.407 -6.682
H 8.362 -0.248 -7.646
H 6.985 0.309 -6.679
H 6.849 -1.554 -9.113
H 6.441 0.160 -9.119
H 4.386 -1.121 -9.007
H 4.590 -0.243 -7.495
C -6.224 -8.050 1.898
C -5.080 -8.192 0.902
C -5.402 -7.606 -0.472
C -6.494 -8.325 -1.141
N -7.363 -8.889 -1.667
H -7.110 -8.604 1.571
H -5.926 -8.448 2.873
H -6.502 -7.000 2.029
H -4.812 -9.251 0.809
H -4.201 -7.674 1.306
H -4.504 -7.661 -1.099
H -5.658 -6.545 -0.376
C -3.517 -0.608 9.098
C -2.372 -0.749 8.103
C -2.695 -0.164 6.728
C -3.787 -0.882 6.059
N -4.655 -1.447 5.534
H -4.403 -1.161 8.772
H -3.218 -1.005 10.074
H -3.795 0.442 9.230
H -2.105 -1.809 8.010
H -1.494 -0.232 8.507
H -1.796 -0.219 6.102
H -2.950 0.897 6.824
C -4.360 6.395 0.577
C -4.587 5.170 -0.299
C -4.989 3.928 0.496
C -3.925 3.477 1.402
N -3.085 3.125 2.122
H -3.530 6.242 1.274
H -4.115 7.262 -0.045
H -5.257 6.635 1.157
H -3.679 4.969 -0.880
H -5.383 5.398 -1.018
H -5.225 3.119 -0.207
H -5.903 4.128 1.066
C 2.196 11.615 -1.649
C 1.723 11.459 -0.210
C 1.808 10.020 0.299
C 0.908 9.117 -0.430
N 0.202 8.403 -1.012
H 1.568 11.047 -2.342
H 2.152 12.668 -1.948
H 3.230 11.273 -1.761
H 0.693 11.829 -0.127
H 2.344 12.095 0.432
H 1.541 10.005 1.363
H 2.839 9.658 0.225
C 1.374 -1.649 -12.587
C 2.031 -3.010 -12.780
C 2.958 -3.399 -11.629
C 4.115 -2.501 -11.518
N 5.026 -1.787 -11.427
H 2.116 -0.846 -12.557
H 0.692 -1.439 -13.417
H 0.797 -1.620 -11.657
H 2.583 -3.012 -13.727
H 1.243 -3.768 -12.866
H 3.316 -4.422 -11.794
H 2.401 -3.406 -10.686
C -2.492 -6.488 8.304
C -3.568 -6.015 9.273
C -3.594 -4.497 9.450
C -2.364 -3.987 10.069
N -1.388 -3.585 10.553
H -1.489 -6.242 8.667
H -2.545 -7.575 8.184
H -2.623 -6.030 7.318
H -3.420 -6.506 10.242
H -4.544 -6.340 8.895
H -4.448 -4.230 10.084
H -3.753 -4.010 8.482
*
```

***

Entry 7:
This record from the OMol25 dataset describes an isolated molecule of C3Cl2F2. The level of theory is ωB97M-V/def2-TZVPD.

Properties
**Gap between HOMO and LUMO**: 10.37 eV
**SMILES**: FC1(F)C(Cl)=C1Cl
**ΔE to the lowest compared entry with this formula, charge and spin**: 90.4 kJ/mol
**HOMO level**: -10.9 eV

ORCA input file:
```
! RIJCOSX wB97M-V def2-TZVPD def2/J DEFGRID3
* xyz 0 1
F -0.474 1.518 1.093
C -0.225 0.792 0.029
F -0.487 1.515 -1.127
C 0.755 -0.291 0.064
Cl 2.633 -0.943 -0.074
C -0.515 -0.705 0.061
Cl -1.687 -1.886 -0.047
*
```

***

Entry 8:
This record from the OMol25 dataset describes a cluster of 8 separate species, C22H34Cl12N2 in total. The level of theory is ωB97M-V/def2-TZVPD.

Properties
**Gap between HOMO and LUMO**: 9.83 eV
**SMILES**: c1ccncc1.c1ccncc1.ClCCCl.ClCCCl.ClCCCl.ClCCCl.ClCCCl.ClCCCl
**ΔE to the lowest compared entry with this formula, charge and spin**: 154.0 kJ/mol
**HOMO level**: -9.5 eV

ORCA input file:
```
! RIJCOSX wB97M-V def2-TZVPD def2/J DEFGRID3
* xyz 0 1
C -1.838 5.297 -3.597
C -1.386 6.154 -4.603
C -0.167 6.791 -4.340
N 0.599 6.664 -3.248
C 0.047 5.954 -2.269
C -1.132 5.197 -2.428
H -2.783 4.784 -3.701
H -1.928 6.303 -5.526
H 0.172 7.386 -5.175
H 0.570 5.875 -1.328
H -1.452 4.547 -1.627
C 1.307 1.153 -4.894
C 0.845 1.737 -3.681
C 1.660 2.618 -3.034
N 2.938 2.908 -3.519
C 3.388 2.375 -4.649
C 2.582 1.433 -5.338
H 0.751 0.469 -5.519
H -0.163 1.552 -3.340
H 1.397 3.145 -2.129
H 4.409 2.611 -4.910
H 2.970 1.011 -6.254
Cl -1.906 -5.463 2.203
C -3.120 -4.953 3.403
C -4.100 -3.976 2.735
Cl -5.342 -4.784 1.778
H -2.586 -4.653 4.304
H -3.608 -5.924 3.490
H -3.553 -3.274 2.105
H -4.654 -3.340 3.425
Cl 2.766 1.201 0.083
C 4.345 1.985 0.524
C 4.259 2.498 1.987
Cl 5.679 3.456 2.540
H 4.446 2.790 -0.205
H 5.202 1.332 0.361
H 4.215 1.614 2.624
H 3.346 3.056 2.193
Cl 2.904 -1.720 4.242
C 2.293 -3.213 3.499
C 0.729 -3.179 3.581
Cl 0.309 -3.040 5.363
H 2.543 -4.105 4.074
H 2.597 -3.382 2.466
H 0.167 -3.960 3.070
H 0.375 -2.256 3.123
Cl -2.637 -7.449 -1.697
C -1.325 -6.311 -2.205
C -0.934 -5.363 -1.088
Cl 0.476 -4.482 -1.740
H -1.743 -5.659 -2.972
H -0.436 -6.836 -2.556
H -0.687 -5.879 -0.160
H -1.650 -4.588 -0.815
Cl 0.182 1.655 3.636
C -0.548 0.658 4.962
C -2.088 0.550 4.802
Cl -2.723 -0.012 3.258
H -0.203 1.159 5.866
H -0.161 -0.358 4.877
H -2.517 1.539 4.963
H -2.558 -0.017 5.605
Cl -1.821 1.966 -0.918
C -1.033 0.558 -0.086
C -1.554 -0.847 -0.639
Cl -1.243 -2.139 0.673
H -1.173 0.508 0.993
H 0.030 0.589 -0.325
H -1.114 -1.209 -1.568
H -2.632 -0.704 -0.724
*
```

***

Entry 9:
This record from the OMol25 dataset describes a cluster of 2 separate species, C5H11N in total. The level of theory is ωB97M-V/def2-TZVPD.

Properties
**Gap between HOMO and LUMO**: 9.43 eV
**SMILES**: CCN1C=C1.C
**ΔE to the lowest compared entry with this formula, charge and spin**: 374.0 kJ/mol
**HOMO level**: -8.3 eV

ORCA input file:
```
! RIJCOSX wB97M-V def2-TZVPD def2/J DEFGRID3
* xyz 0 1
C -0.106 -0.540 -1.976
C 0.838 0.506 -1.400
N 0.732 0.547 0.071
C 2.011 0.317 0.799
C 1.224 -0.687 0.744
H -0.196 -0.444 -3.063
H 0.252 -1.554 -1.759
H -1.103 -0.432 -1.535
H 1.870 0.306 -1.729
H 0.557 1.503 -1.758
H 2.844 0.898 1.157
H 0.844 -1.662 1.001
C -1.950 0.252 1.895
H -1.055 0.755 1.521
H -1.771 -0.172 2.886
H -2.209 -0.551 1.198
H -2.782 0.959 1.950
*
```